[1]
The following is a DFT calculation (ωB97M-V with the def2-TZVPD basis set) of C26H33AlN6OS3Si2 as an isolated structure.

Last column: Mulliken charge in e.
Geometry (Å):
Al: 0.2512 -0.3045 0.3529  -3.1238
C: 0.2661 1.1318 3.4845  -0.9299
Si: -0.4919 2.2869 2.1877  0.3070
C: -2.1847 2.8937 2.7576  -1.1426
C: 0.6443 3.7947 2.0498  -1.1246
N: -0.4850 1.3194 0.7332  1.7428
C: -0.8542 1.8370 -0.5312  0.5286
C: -1.3421 3.1258 -0.7224  -0.6107
C: -1.6341 3.6153 -1.9895  -1.0055
C: -1.4300 2.8111 -3.0936  -0.9431
C: -0.9593 1.5134 -2.9231  -0.8942
C: -0.6915 0.9918 -1.6619  1.0930
N: -0.2018 -0.3182 -1.4221  1.7702
Si: -0.1816 -1.6894 -2.5139  0.1062
C: 1.5495 -2.4299 -2.2859  -0.8585
C: -1.4436 -2.9810 -1.9630  -0.9585
C: -0.4105 -1.3955 -4.3652  -1.3288
H: -0.3003 1.1229 4.4170  0.4373
H: 1.2894 1.4318 3.7225  0.2789
H: 0.2918 0.1050 3.1151  0.1296
H: -2.0600 3.4957 3.6611  0.3700
H: -2.8605 2.0699 2.9938  0.3061
H: -2.6771 3.5211 2.0136  0.3564
H: 0.8093 4.2174 3.0440  0.3931
H: 0.2241 4.5845 1.4255  0.3325
H: 1.6179 3.5260 1.6334  0.2794
H: -1.4883 3.7651 0.1383  0.1690
H: -2.0069 4.6256 -2.0991  0.4025
H: -1.6311 3.1806 -4.0909  0.4201
H: -0.7841 0.9024 -3.7947  0.2170
H: 1.7776 -2.5185 -1.2202  0.2283
H: 2.3255 -1.8154 -2.7507  0.2244
H: 1.6121 -3.4304 -2.7198  0.4795
H: -1.0791 -3.4921 -1.0692  0.1546
H: -1.5971 -3.7426 -2.7310  0.4162
H: -2.4133 -2.5396 -1.7294  0.3145
H: 0.3793 -0.7692 -4.7853  0.3363
H: -1.3740 -0.9467 -4.6097  0.3776
H: -0.3652 -2.3626 -4.8710  0.3859
S: -5.2103 -3.4995 1.8484  -0.3663
C: -3.5718 -3.4783 1.8798  0.1672
S: -2.6630 -1.9843 1.6265  -0.0558
C: -1.1700 -2.8968 1.6962  0.2596
N: -1.3395 -4.1411 1.9225  -0.7708
N: -2.6593 -4.4877 2.0422  0.6135
C: -2.8992 -5.8843 2.2603  0.7429
C: -4.0923 -6.3780 2.7790  -0.5181
C: -4.2482 -7.7451 2.9582  -0.6657
C: -3.2304 -8.6277 2.6422  -0.4346
C: -2.0327 -8.1305 2.1510  -0.6190
C: -1.8622 -6.7715 1.9608  -0.2691
S: 0.4140 -2.2189 1.5345  -0.4719
H: -4.8920 -5.7086 3.0365  0.2455
H: -5.1794 -8.1184 3.3636  0.3611
H: -3.3655 -9.6927 2.7778  0.3766
H: -1.2184 -8.8025 1.9133  0.3508
H: -0.9300 -6.3832 1.5843  0.4234
N: 4.0065 1.3718 -3.2203  -0.2354
C: 4.8138 1.1504 -2.1570  0.3681
O: 6.0078 1.3701 -2.1794  -0.6474
C: 4.1638 0.6057 -0.9133  0.2762
C: 4.9994 0.1597 0.1075  -0.3475
C: 4.4443 -0.3366 1.2743  -1.0785
C: 3.0683 -0.4073 1.3766  -0.0139
N: 2.2627 -0.0074 0.3857  0.8696
C: 2.7996 0.5138 -0.7233  -0.4487
H: 4.4379 1.7229 -4.0581  0.2256
H: 3.0311 1.1377 -3.2450  0.1537
H: 6.0697 0.2184 -0.0378  0.5114
H: 5.0642 -0.6797 2.0895  0.4482
H: 2.5839 -0.8040 2.2592  0.5638
H: 2.0721 0.8584 -1.4498  0.3486

Summary:
energy relative to the best compared isomer or geometry (same formula, charge and spin)	0.00	kcal per mole
2S+1	1
highest occupied orbital energy	-7.37	eV
max |F|	0.87	eV/Å
calculated total energy	-93351.911	eV
E_LUMO	-0.816	eV
charge	0

[2]
The following is a DFT calculation (ωB97M-V with the def2-TZVPD basis set) of a 3-piece molecular cluster, C26H33BF24NO7S3 overall.

Last column: Mulliken charge in e.
Geometry (Å):
C: 11.8253 0.6950 -1.0601  -1.1820
C: 10.5989 1.5393 -1.3534  -0.1551
O: 9.6887 0.7652 -2.1167  -0.3113
C: 8.4510 1.3902 -2.3731  -0.7482
C: 7.3198 0.3963 -2.1225  -0.6764
C: 5.9356 1.0714 -2.0876  -0.7392
C: 5.2588 0.9221 -0.7213  -0.7725
C: 3.9245 1.6661 -0.7089  -1.3875
C: 3.0669 1.6515 0.5801  0.5244
S: 3.9147 0.8125 1.9968  -0.0508
N: 1.7303 0.8983 0.4716  0.5576
C: 1.5706 -0.2155 -0.4785  -0.8852
C: 1.1378 -1.5559 0.1373  -1.1423
C: -0.0253 -2.1818 -0.6096  0.8259
F: -0.5763 -3.1627 0.0956  -0.2742
F: -0.9973 -1.2943 -0.8838  -0.1378
F: 0.3827 -2.6782 -1.7752  -0.2741
C: 0.8729 1.3660 1.3064  0.4805
S: -0.7635 0.7625 1.5553  -0.0043
C: 1.3904 2.5838 2.0053  -1.6228
C: 2.5468 3.0359 1.1074  -0.1310
B: 3.6133 4.0254 1.8362  0.9212
O: 3.0487 5.1534 2.3260  -0.5301
O: 4.9117 3.7193 2.0804  -0.7191
S: 1.9358 3.9721 -0.3640  1.0650
O: 3.0057 4.8500 -0.7433  -0.6682
O: 1.3429 3.0407 -1.2891  -0.6239
C: 0.5128 5.1134 0.1607  0.4935
F: 0.7427 6.2462 -0.4756  -0.2261
F: 0.5228 5.3159 1.4746  -0.2271
C: -0.8858 4.5682 -0.2451  0.6200
F: -1.0186 3.2972 0.2025  -0.1197
F: -1.0451 4.5918 -1.5554  -0.2157
F: -1.8189 5.3062 0.3395  -0.2399
H: 12.3641 1.1004 -0.2003  0.3581
H: 12.5097 0.6655 -1.9089  0.2849
H: 11.5241 -0.3275 -0.8212  0.3159
H: 10.8774 2.4465 -1.9086  0.2991
H: 10.1192 1.8684 -0.4188  0.2710
H: 8.3260 2.2781 -1.7360  0.4432
H: 8.4275 1.7318 -3.4161  0.2597
H: 7.3548 -0.3728 -2.8977  0.3094
H: 7.5337 -0.1121 -1.1759  0.3453
H: 6.0332 2.1372 -2.3236  0.4496
H: 5.2851 0.6226 -2.8446  0.3987
H: 5.1186 -0.1490 -0.5266  0.3178
H: 5.9374 1.3045 0.0502  0.2173
H: 3.3242 1.3095 -1.5471  0.5994
H: 4.1288 2.7085 -0.9560  0.7175
H: 3.9568 -0.3704 1.3671  0.2115
H: 2.5340 -0.3314 -0.9665  0.3742
H: 0.8710 0.1271 -1.2455  0.5401
H: 1.9534 -2.2794 0.0682  0.4309
H: 0.8830 -1.4712 1.1919  0.3764
H: -0.4217 0.1914 2.7237  0.2822
H: 0.5883 3.3075 2.1356  0.4652
H: 1.7416 2.3142 3.0098  0.6481
H: 3.6820 5.7379 2.7612  0.3178
H: 5.3312 3.0556 1.5245  0.3270
C: -4.1497 -1.2591 -1.8110  -0.8405
C: -4.3168 -1.2081 -3.3330  0.9951
C: -4.3904 0.1739 -3.9922  0.0609
F: -5.4839 0.8375 -3.5677  -0.2194
F: -4.4729 0.0087 -5.3274  -0.2653
F: -5.3622 -1.9553 -3.7184  -0.2622
F: -3.1695 -1.7681 -3.8364  -0.3259
O: -5.3179 -1.4900 -1.0597  -0.3114
C: -6.0880 -0.4681 -0.5963  0.7759
C: -7.5305 -0.5654 -1.1138  0.3983
F: -7.5249 -0.4840 -2.4579  -0.2507
F: -8.2268 0.4789 -0.6171  -0.2820
F: -5.5497 0.7358 -0.8582  -0.2898
F: -6.1495 -0.5893 0.7596  -0.3114
H: -3.5341 -2.1400 -1.6352  0.2897
H: -3.5923 -0.3943 -1.4478  0.3925
H: -3.4955 0.7587 -3.7600  0.2708
H: -7.9824 -1.5054 -0.7948  0.1743
C: -6.3227 -5.3979 3.1389  -0.7876
C: -6.6070 -5.2005 1.6480  0.9443
C: -6.7260 -3.7624 1.1390  0.2112
F: -7.7804 -3.1387 1.7080  -0.2710
F: -6.9275 -3.7941 -0.1991  -0.2644
F: -7.6872 -5.9065 1.2730  -0.2668
F: -5.5098 -5.7025 0.9952  -0.3233
O: -7.4453 -5.6817 3.9300  -0.3899
C: -8.1430 -4.6948 4.5502  0.7959
C: -9.6157 -4.7060 4.1171  0.1782
F: -9.6960 -4.5039 2.7861  -0.2048
F: -10.2554 -3.6987 4.7473  -0.2527
F: -7.5888 -3.4843 4.3522  -0.2823
F: -8.1251 -4.9393 5.8824  -0.3035
H: -5.7059 -6.2945 3.1863  0.4340
H: -5.7417 -4.5652 3.5375  0.3433
H: -5.8151 -3.1953 1.3467  0.1924
H: -10.0752 -5.6607 4.3772  0.2638

Summary:
2S+1	1
highest occupied orbital energy	-11.69	eV
max |F|	0.50	eV/Å
calculated total energy	-141717.203	eV
E_LUMO	-4.593	eV
charge	+1